41
Properties=species:S:1:pos:R:3:mulliken_spin:R:1 method="wB97M-V/def2-TZVPD" de_lowest_kj_mol=0.0 lumo_energy_ha="-0.1482 / -0.2519" spin_multiplicity=6 charge=+1 homo_ev="-11.42 / -11.55" s_squared=8.801 gap_ev="7.392 / 4.695"
Ir 0.01 -0.28 0.19 2.952
O -0.11 0.28 2.29 0.343
C -0.27 1.35 2.92 0.134
C -0.01 1.34 4.35 0.231
C -0.12 2.48 5.08 -0.059
C -0.50 3.68 4.44 0.286
C -0.79 3.71 3.06 0.020
C -0.69 2.59 2.28 0.106
C -1.01 2.72 0.86 -0.033
N -0.91 1.82 -0.03 0.176
C -1.33 2.13 -1.40 -0.027
C -0.48 1.33 -2.36 0.029
N -0.55 -0.06 -1.92 0.166
C -0.66 -1.01 -2.78 -0.015
C -0.78 -2.40 -2.47 -0.019
C -0.83 -3.32 -3.54 -0.015
C -0.97 -4.66 -3.31 0.035
C -1.08 -5.11 -1.99 -0.016
C -1.03 -4.24 -0.93 0.040
C -0.88 -2.86 -1.15 0.080
O -0.86 -2.06 -0.08 0.299
H 0.28 0.39 4.78 -0.001
H 0.09 2.48 6.14 0.004
H -0.58 4.59 5.02 0.004
H -1.09 4.64 2.60 0.005
H -1.38 3.71 0.56 0.006
H -2.38 1.83 -1.51 0.002
H -1.25 3.20 -1.61 0.002
H -0.84 1.46 -3.38 0.001
H 0.56 1.66 -2.31 -0.004
H -0.67 -0.75 -3.84 0.005
H -0.75 -2.94 -4.55 -0.001
H -1.00 -5.36 -4.14 0.002
H -1.19 -6.17 -1.80 0.000
H -1.12 -4.57 0.10 -0.002
B 4.72 -0.25 0.11 -0.005
C 3.19 -0.30 0.02 0.079
N 2.02 -0.28 -0.07 0.151
H 5.00 -0.14 1.29 0.014
H 5.16 -1.29 -0.34 0.022
H 5.06 0.68 -0.59 0.006


43
Properties=species:S:1:pos:R:3:nbo_charge:R:1 method="wB97M-V/def2-TZVPD" lumo_energy_ha=0.0034 charge=-1 homo_ev=-5.88 gap_ev=5.970
C -0.52 -1.80 -4.41 -0.660
C 0.88 -1.08 -3.85 -0.156
Cl 0.32 0.30 -2.70 -0.140
C 1.67 -2.30 -3.02 -0.957
Ga 0.79 -2.79 -1.22 1.455
F 1.67 -4.38 -0.55 -0.766
C 0.95 -1.36 0.26 -0.986
C 0.72 -2.14 1.72 0.484
O 1.73 -2.92 2.12 -0.553
Br -1.02 -1.89 2.73 -0.095
H -1.15 -2.03 -3.43 0.255
H -1.05 -0.98 -5.06 0.206
H -0.32 -2.80 -4.98 0.216
H 1.55 -0.66 -4.75 0.204
H 1.55 -3.26 -3.72 0.215
H 2.84 -2.12 -2.97 0.213
H -0.79 -3.03 -1.46 -0.388
H 1.97 -0.79 0.31 0.245
H 0.10 -0.53 0.17 0.229
C -1.47 -0.84 7.03 -0.237
C -1.98 -1.88 6.36 -0.224
C -2.91 -2.83 7.01 0.476
O -3.38 -3.78 6.40 -0.481
C -3.25 -2.58 8.42 -0.227
C -2.73 -1.55 9.09 -0.233
C -1.81 -0.60 8.44 0.473
O -1.34 0.35 9.05 -0.502
H -0.79 -0.14 6.56 0.239
H -1.75 -2.07 5.32 0.254
H -3.93 -3.29 8.89 0.227
H -2.97 -1.35 10.13 0.227
C 1.39 6.06 -5.41 -0.235
C 0.22 5.43 -5.34 -0.226
C 0.10 4.08 -4.75 0.473
O -0.97 3.50 -4.69 -0.475
C 1.34 3.46 -4.23 -0.226
C 2.52 4.09 -4.30 -0.242
C 2.63 5.44 -4.90 0.473
O 3.70 6.02 -4.96 -0.505
H 1.49 7.05 -5.85 0.227
H -0.70 5.87 -5.72 0.228
H 1.24 2.47 -3.80 0.263
H 3.43 3.65 -3.93 0.234


44
Properties=species:S:1:pos:R:3:nbo_charge:R:1 method="wB97M-V/def2-TZVPD" lumo_energy_ha=0.0059 homo_ev=-8.35 gap_ev=8.508 smiles="COc1ccc(C(=O)Cn2c(Br)nc3c2c(=O)n(C)c(=O)n3C)cc1OC"
C -6.81 0.26 1.54 -0.253
H -7.81 -0.05 1.25 0.205
O -5.98 -0.06 0.45 -0.470
C -4.67 0.23 0.53 0.309
C -4.03 0.82 1.61 -0.306
C -2.67 1.06 1.58 -0.136
C -1.91 0.72 0.46 -0.206
C -2.54 0.12 -0.64 -0.224
C -3.90 -0.13 -0.62 0.252
O -4.60 -0.71 -1.62 -0.478
C -3.92 -1.12 -2.78 -0.253
H -3.15 -1.86 -2.55 0.179
H -4.67 -1.56 -3.42 0.205
H -3.46 -0.27 -3.29 0.174
H -1.97 -0.16 -1.50 0.215
C -0.48 1.01 0.50 0.579
O 0.09 1.44 1.48 -0.541
C 0.32 0.76 -0.79 -0.344
N 1.70 1.08 -0.58 -0.324
C 2.25 2.28 -0.34 0.323
N 3.51 2.24 0.01 -0.499
C 3.80 0.92 0.04 0.363
C 2.70 0.17 -0.31 -0.086
C 2.72 -1.26 -0.38 0.660
O 1.80 -1.98 -0.71 -0.631
N 3.98 -1.75 -0.03 -0.450
C 5.10 -1.03 0.33 0.796
O 6.14 -1.58 0.61 -0.628
N 4.99 0.35 0.35 -0.408
C 6.13 1.17 0.72 -0.414
H 6.95 0.51 0.96 0.249
H 6.39 1.82 -0.11 0.210
H 5.87 1.79 1.58 0.213
C 4.16 -3.19 -0.04 -0.416
H 4.94 -3.47 -0.75 0.214
H 4.45 -3.53 0.96 0.215
H 3.21 -3.64 -0.32 0.241
Br 1.30 3.85 -0.59 0.129
H 0.27 -0.30 -1.06 0.278
H -0.09 1.37 -1.60 0.237
H -2.18 1.52 2.42 0.237
H -4.59 1.10 2.49 0.225
H -6.81 1.34 1.74 0.179
H -6.51 -0.28 2.45 0.180


Number 1: strongest force on any atom 0.5 eV Å⁻¹. Number 2: strongest force on any atom 9.2 eV Å⁻¹. Number 3: strongest force on any atom 1.6 eV Å⁻¹.